{"formula": "F6H24O12P", "method": "ωB97M-V/def2-TZVPD", "lumo_ev": 2.489, "e_tot_ha": -1858.18480, "charge": -1, "elements": ["P", "F", "F", "F", "F", "F", "F", "O", "H", "H", "O", "H", "H", "O", "H", "H", "O", "H", "H", "O", "H", "H", "O", "H", "H", "O", "H", "H", "O", "H", "H", "O", "H", "H", "O", "H", "H", "O", "H", "H", "O", "H", "H"], "positions_angstrom": [[-0.10, -0.43, -0.25], [0.04, -1.52, 0.96], [0.66, -1.41, -1.24], [-1.55, -1.00, -0.60], [-0.20, 0.69, -1.40], [-0.83, 0.54, 0.87], [1.33, 0.23, 0.19], [-2.06, -3.74, 0.01], [-2.25, -2.87, 0.39], [-1.53, -4.18, 0.67], [3.51, -1.25, -1.42], [3.79, -0.34, -1.25], [2.74, -1.36, -0.85], [0.56, 3.75, -2.93], [0.79, 3.59, -2.00], [0.59, 2.87, -3.34], [-3.88, -0.21, 1.82], [-4.43, -0.19, 1.03], [-3.27, 0.52, 1.67], [-0.91, 2.75, 3.42], [-1.59, 2.67, 2.75], [-0.09, 2.86, 2.92], [-1.70, -1.77, 3.11], [-1.10, -1.32, 2.50], [-2.53, -1.29, 3.03], [2.03, -2.67, 3.78], [1.15, -2.30, 3.58], [1.87, -3.32, 4.47], [0.85, 3.34, -0.08], [1.04, 3.51, 0.84], [0.31, 2.53, -0.07], [-0.26, 1.34, -4.28], [-0.23, 0.91, -5.14], [-0.26, 0.63, -3.63], [2.23, -1.39, -4.00], [2.57, -1.21, -3.10], [1.28, -1.37, -3.88], [4.23, 0.28, 1.45], [3.35, 0.67, 1.32], [4.07, -0.45, 2.05], [-3.52, 0.90, -0.86], [-2.69, 0.40, -0.90], [-4.02, 0.59, -1.62]]}

***

{"formula": "F6H2Hf2O", "method": "ωB97M-V/def2-TZVPD", "lumo_ev": -11.665, "e_tot_ha": -770.96984, "charge": 2, "elements": ["Hf", "Hf", "F", "F", "F", "F", "F", "F", "O", "H", "H"], "positions_angstrom": [[20.71, 24.29, 1.21], [24.31, 25.09, -1.81], [22.71, 23.77, -2.75], [21.50, 26.21, 2.17], [22.40, 22.86, 1.76], [24.60, 26.76, -0.27], [22.41, 24.94, -0.24], [24.62, 23.26, -0.53], [20.71, 22.96, -0.76], [19.91, 22.77, -1.28], [21.36, 23.28, -1.42]]}